Below is a cluster of 17 separate species, C82H186Cl12O39 in total, with properties calculated with wB97M-V/def2-TZVPD.

Geometry (Å):
C  2.538151  1.839710  -3.106007
O  1.419666  2.249372  -3.870310
C  1.755897  2.812184  -5.100099
C  2.745926  2.082479  -5.965392
O  4.094498  2.275836  -5.546843
C  5.025924  1.287079  -6.000540
C  6.377777  1.916123  -5.705758
O  7.379649  1.043324  -6.171790
C  8.651303  1.650603  -5.854881
H  3.098862  2.723168  -2.827626
H  3.191985  1.095034  -3.631512
H  2.169724  1.342483  -2.188404
H  2.109508  3.871051  -4.962391
H  0.796852  2.941145  -5.583634
H  2.580584  2.468705  -6.976375
H  2.534797  1.000862  -5.910756
H  4.966559  1.085462  -7.088575
H  4.954441  0.341355  -5.485720
H  6.516121  2.094513  -4.638172
H  6.419214  2.932043  -6.143941
H  9.418152  0.983924  -6.198078
H  8.699360  1.807264  -4.763219
H  8.757868  2.637876  -6.381251
C  -3.505050  5.575438  -9.075776
O  -2.378517  4.785203  -8.756754
C  -1.229622  5.482239  -8.506798
C  -1.129193  6.219125  -7.214960
O  -1.062108  5.325415  -6.142613
C  -0.818909  5.916598  -4.925973
C  -0.970375  4.827510  -3.863948
O  -0.510777  5.274752  -2.596423
C  0.872730  5.203882  -2.423341
H  -3.812608  6.213122  -8.299719
H  -4.296939  4.836850  -9.233888
H  -3.311207  6.101535  -10.009394
H  -1.116368  6.229392  -9.270071
H  -0.373441  4.839719  -8.576119
H  -1.841869  7.030221  -7.097274
H  -0.157778  6.722953  -7.332914
H  -1.477989  6.845510  -4.698229
H  0.241921  6.303032  -4.914817
H  -0.398426  3.953626  -4.103498
H  -2.027259  4.503987  -3.837941
H  1.375948  5.874850  -3.104053
H  1.279749  4.217880  -2.567148
H  1.060371  5.564660  -1.419785
C  -6.964101  -6.144511  4.246472
O  -6.180361  -6.150188  2.969430
C  -6.444421  -5.088673  2.116687
C  -5.278780  -4.851888  1.280188
O  -5.330977  -3.488209  0.833312
C  -4.250950  -3.183409  0.012624
C  -4.084908  -1.685943  -0.030328
O  -3.512025  -1.289012  1.231089
C  -3.339287  0.086202  1.322997
H  -8.004052  -5.987937  4.020283
H  -6.500667  -5.432255  4.876883
H  -6.865788  -7.146099  4.693250
H  -6.734113  -4.183404  2.676858
H  -7.307030  -5.358985  1.542008
H  -5.154979  -5.623297  0.459625
H  -4.385915  -5.014754  1.919874
H  -4.500660  -3.549435  -1.013880
H  -3.311005  -3.591221  0.315525
H  -5.019447  -1.133074  -0.250868
H  -3.330101  -1.407567  -0.834277
H  -2.888287  0.419781  0.393270
H  -2.559819  0.279343  2.124751
H  -4.240186  0.690711  1.501182
C  -4.459168  -1.600715  5.911479
O  -3.463617  -2.554993  5.880948
C  -3.519071  -3.381419  4.727744
C  -2.375291  -4.364841  4.734191
O  -1.103018  -3.907378  4.348117
C  -0.866196  -3.869826  2.944768
C  -0.678647  -2.436019  2.508767
O  0.596431  -1.932980  2.615615
C  0.672548  -0.628826  2.024042
H  -5.481265  -2.005181  6.135036
H  -4.552593  -1.017968  4.931672
H  -4.186621  -0.845154  6.623044
H  -3.542740  -2.760280  3.826977
H  -4.459567  -4.000276  4.728117
H  -2.597972  -5.287983  4.174215
H  -2.273403  -4.745889  5.777966
H  -1.747946  -4.281311  2.378036
H  0.033207  -4.450299  2.702133
H  -1.452017  -1.788492  2.976910
H  -0.962911  -2.425811  1.401629
H  0.693355  -0.856884  0.954672
H  1.654378  -0.311870  2.265826
H  -0.119982  0.049813  2.221790
C  -6.101891  6.795817  11.092767
O  -5.098688  7.415453  10.335227
C  -3.867573  6.708264  10.262760
C  -3.962056  5.460931  9.383435
O  -2.704631  4.829779  9.376941
C  -2.695726  3.692053  8.606544
C  -1.277901  3.238562  8.256356
O  -0.488351  4.127857  7.559603
C  -1.085086  4.896601  6.519252
H  -6.686160  6.117208  10.481977
H  -6.726177  7.564920  11.517200
H  -5.644575  6.171513  11.880130
H  -3.497844  6.490013  11.263249
H  -3.168516  7.416085  9.808634
H  -4.226053  5.787888  8.351589
H  -4.731838  4.756088  9.701374
H  -3.279938  3.905303  7.701456
H  -3.181880  2.855457  9.067818
H  -1.381071  2.287545  7.718330
H  -0.840163  3.020370  9.246524
H  -1.383338  4.197230  5.758845
H  -0.361250  5.544871  6.039673
H  -1.861471  5.503331  6.870613
C  2.699123  6.466272  2.951101
O  2.142230  6.554114  4.188101
C  2.584801  7.696208  4.845645
C  1.985496  7.857701  6.225346
O  2.848001  7.327032  7.266120
C  2.883293  5.898270  7.317006
C  3.484144  5.468188  8.693432
O  2.672476  5.868542  9.805013
C  1.610925  5.089467  10.139202
H  3.805736  6.278770  2.980990
H  2.565797  7.419630  2.395340
H  2.219484  5.686589  2.330802
H  2.196617  8.542467  4.316245
H  3.699147  7.747329  4.835060
H  1.036814  7.434912  6.354297
H  1.965860  8.928627  6.376147
H  3.525641  5.488160  6.512301
H  1.933274  5.422224  7.197284
H  4.456439  5.946897  8.798017
H  3.625030  4.385386  8.690054
H  1.349030  5.369017  11.145115
H  1.806956  4.005733  10.048585
H  0.706398  5.339745  9.542039
C  1.797032  -4.592415  -3.115236
O  1.146542  -5.064725  -4.267120
C  0.603999  -4.130094  -5.078113
C  0.147069  -4.773779  -6.427844
O  -1.157665  -5.200156  -6.206898
C  -1.762732  -5.957619  -7.293612
C  -2.142210  -5.070319  -8.461134
O  -1.025004  -4.905392  -9.340536
C  -1.276592  -4.433826  -10.642688
H  1.037862  -4.179212  -2.446019
H  2.524807  -3.782587  -3.319315
H  2.329516  -5.451678  -2.706016
H  1.246686  -3.273441  -5.257231
H  -0.326054  -3.725933  -4.636624
H  0.814458  -5.566008  -6.678319
H  0.116934  -4.039405  -7.224696
H  -2.661258  -6.412842  -6.813942
H  -1.075096  -6.699510  -7.687592
H  -2.560710  -4.120001  -8.122175
H  -3.039089  -5.470482  -8.979476
H  -1.421091  -3.351327  -10.693929
H  -2.154882  -4.897901  -11.080177
H  -0.480919  -4.708338  -11.291205
C  6.598802  -4.161238  0.539965
O  6.229893  -3.950541  1.877818
C  5.580796  -2.723406  2.144777
C  4.098069  -2.780214  1.932405
O  3.913331  -2.996400  0.507355
C  2.606240  -3.276507  0.040756
C  1.939531  -4.529449  0.546808
O  2.633082  -5.735868  0.296077
C  3.438687  -6.201539  1.373600
H  5.933452  -4.745132  -0.108818
H  7.492744  -4.775428  0.518814
H  6.775937  -3.204958  0.053090
H  6.001944  -1.903352  1.528132
H  5.758691  -2.459876  3.213732
H  3.616994  -1.851530  2.181474
H  3.691592  -3.602924  2.461905
H  2.652170  -3.272544  -1.041754
H  1.916645  -2.423665  0.310628
H  0.969455  -4.608720  0.070837
H  1.705096  -4.344543  1.600229
H  2.781754  -6.603429  2.139601
H  4.113084  -5.429655  1.747318
H  3.998719  -7.039206  1.019102
C  4.170118  5.324266  -0.716860
O  3.589907  4.038148  -0.555366
C  4.063298  3.336713  0.594114
C  3.573617  1.899697  0.631885
O  4.230992  1.218008  -0.400465
C  4.048501  -0.168121  -0.545654
C  4.914348  -0.713015  -1.599100
O  6.234197  -0.638094  -1.215349
C  7.194278  -1.225351  -2.062990
H  4.032351  5.971041  0.162039
H  3.669808  5.775267  -1.595365
H  5.231806  5.189537  -0.867478
H  3.778836  3.869927  1.509124
H  5.161070  3.277601  0.527586
H  2.486730  1.880526  0.541126
H  3.855589  1.550512  1.632047
H  2.989014  -0.292253  -0.801306
H  4.180501  -0.786379  0.354537
H  4.733134  -0.193439  -2.592908
H  4.528772  -1.695422  -1.780973
H  8.192735  -1.091687  -1.592271
H  7.160641  -0.766774  -3.062654
H  7.107260  -2.308478  -2.227060
C  -3.140797  -7.707000  1.703037
O  -2.279211  -6.683930  1.308926
C  -1.304064  -7.066296  0.349608
C  -1.182252  -6.020371  -0.744674
O  -2.331971  -6.055040  -1.565293
C  -2.167820  -5.267256  -2.697050
C  -3.358899  -5.388588  -3.652833
O  -4.526384  -4.856138  -3.070669
C  -5.623917  -4.829480  -3.917261
H  -2.645998  -8.362365  2.383327
H  -3.581137  -8.252704  0.867376
H  -4.001337  -7.305757  2.256823
H  -1.514012  -8.002322  -0.174423
H  -0.309016  -7.116627  0.860791
H  -0.273470  -6.133945  -1.363007
H  -1.065715  -5.018758  -0.264482
H  -1.264570  -5.424565  -3.309474
H  -2.133232  -4.219668  -2.312053
H  -3.573762  -6.467176  -3.831642
H  -3.171332  -4.900000  -4.612819
H  -6.506421  -4.763072  -3.357857
H  -5.646670  -5.722417  -4.585381
H  -5.570174  -3.934490  -4.526100
C  -3.907985  3.200376  -5.682197
O  -3.317665  1.973995  -6.032529
C  -1.874258  2.142286  -6.164142
C  -1.208500  0.811789  -5.933096
O  -1.536440  -0.001794  -7.032048
C  -0.882781  -1.258690  -7.098858
C  0.375945  -1.235176  -7.953027
O  1.498646  -1.116152  -7.102938
C  2.717624  -1.300719  -7.839714
H  -5.022567  3.163467  -5.778815
H  -3.566128  3.974210  -6.410890
H  -3.650078  3.455264  -4.643591
H  -1.461858  2.818477  -5.420278
H  -1.551375  2.579610  -7.117954
H  -1.547651  0.355812  -5.000868
H  -0.130532  1.036044  -5.952285
H  -1.622019  -1.881203  -7.586024
H  -0.702599  -1.589816  -6.083903
H  0.238569  -0.391323  -8.648392
H  0.449374  -2.187034  -8.560035
H  2.894411  -2.350978  -7.992828
H  3.530496  -0.929493  -7.229801
H  2.752778  -0.775755  -8.828520
C  0.024267  3.142567  2.672581
O  -0.568661  2.527608  1.593674
C  -0.135324  3.126181  0.408472
C  -0.572153  2.288871  -0.738130
O  -0.015161  0.955194  -0.725181
C  -0.667051  0.122918  -1.712510
C  -0.015031  -1.231882  -1.850110
O  1.306161  -1.145183  -2.355910
C  1.347712  -1.078670  -3.780692
H  -0.469843  2.687969  3.568130
H  -0.166265  4.218278  2.647319
H  1.122742  2.965141  2.660052
H  0.965263  3.279335  0.497834
H  -0.615491  4.129112  0.340060
H  -0.171072  2.871277  -1.599385
H  -1.654981  2.221238  -0.844090
H  -0.751300  0.643141  -2.675738
H  -1.709582  0.000768  -1.349641
H  -0.617752  -1.838155  -2.557576
H  0.059621  -1.712988  -0.886954
H  2.391896  -0.947391  -4.068777
H  0.903197  -0.165694  -4.094470
H  0.821294  -1.873111  -4.280593
C  1.079375  -1.817082  10.566844
O  1.914830  -2.209730  9.559826
C  1.861995  -1.324936  8.470439
C  0.753149  -1.830993  7.594190
O  0.284391  -0.700134  6.871777
C  -0.553958  -1.081619  5.822021
C  -1.110129  0.221650  5.270741
O  -2.098661  0.720718  6.189610
C  -3.064809  1.485788  5.513143
H  1.157433  -2.547027  11.387230
H  0.012379  -1.725226  10.382674
H  1.325085  -0.794534  10.923025
H  2.861245  -1.257036  8.061758
H  1.584507  -0.310352  8.819140
H  -0.005206  -2.230718  8.282772
H  1.019904  -2.626670  6.885499
H  -1.239440  -1.818888  6.212523
H  -0.028149  -1.589194  5.021463
H  -1.525340  0.157617  4.245861
H  -0.311753  0.933286  5.257343
H  -3.776053  1.954350  6.235904
H  -3.683444  0.919483  4.811851
H  -2.546459  2.271438  4.956906
C  -5.652638  2.053787  -2.385029
Cl  -3.958752  1.567127  -2.634185
Cl  -5.817227  3.787470  -2.305216
Cl  -6.415705  1.357569  -0.895179
H  -6.150810  1.684557  -3.296089
C  5.255387  -4.869729  -4.897026
Cl  4.580883  -3.273705  -5.345226
Cl  4.271747  -6.191078  -5.478020
Cl  5.547500  -5.005193  -3.140594
H  6.182167  -4.925385  -5.442331
C  -4.146443  -0.966168  -5.376663
Cl  -4.202588  -2.297896  -6.513419
Cl  -3.161564  -1.523725  -3.994103
Cl  -5.799115  -0.484300  -4.828826
H  -3.683497  -0.096100  -5.739340
C  3.042755  1.599615  5.657528
Cl  3.854913  2.632252  4.409711
Cl  2.623000  0.027890  5.004778
Cl  1.738611  2.397373  6.570128
H  3.823266  1.423463  6.363976

Atoms 1-2, force components in eV/Å:
C 0.21 -0.82 0.67
O -0.10 -0.91 0.11

The value obtained for the HOMO energy is -0.3296 Eh. The calculated total energy is -11691.74431 Eh. The calculation puts the energy relative to the best compared isomer or geometry (same formula, charge and spin) at 45.1 kJ/mol. As for the orbital gap: 9.34 eV.